{"formula": "C16H39N9O7P", "method": "ωB97M-V/def2-TZVPD", "elements": ["C", "C", "C", "N", "P", "C", "C", "C", "C", "O", "C", "C", "C", "C", "C", "O", "O", "H", "H", "H", "H", "H", "H", "H", "H", "H", "H", "H", "H", "H", "H", "H", "H", "H", "H", "H", "H", "H", "H", "H", "C", "O", "N", "N", "H", "H", "H", "H", "C", "O", "N", "N", "H", "H", "H", "H", "C", "O", "N", "N", "H", "H", "H", "H", "C", "O", "N", "N", "H", "H", "H", "H"], "xyz": [[-1.20, -1.73, 1.56], [-0.55, -2.17, 0.48], [-0.73, -1.72, -0.96], [0.39, -0.84, -1.29], [0.71, 0.49, -0.24], [0.81, 2.04, -1.26], [-0.36, 2.98, -0.86], [2.38, 0.18, 0.48], [2.47, 0.75, 1.90], [-1.89, -0.95, -1.16], [-3.10, -1.67, -1.08], [-4.24, -0.65, -1.05], [-5.44, -1.05, -0.18], [-6.05, 0.18, 0.51], [-0.59, -2.94, -1.95], [-1.19, -2.88, -3.03], [0.19, -3.85, -1.54], [-0.67, -1.53, 2.49], [-2.27, -1.52, 1.56], [0.25, -2.90, 0.59], [1.20, -1.43, -1.43], [0.84, 1.86, -2.33], [1.76, 2.51, -1.01], [-0.02, 3.97, -0.59], [-0.89, 2.56, 0.00], [-1.07, 3.03, -1.69], [3.17, 0.60, -0.14], [2.57, -0.90, 0.50], [2.01, 1.74, 1.96], [3.52, 0.85, 2.20], [1.98, 0.09, 2.60], [-3.20, -2.35, -1.92], [-3.16, -2.28, -0.17], [-4.56, -0.41, -2.07], [-3.81, 0.26, -0.64], [-5.16, -1.80, 0.56], [-6.22, -1.45, -0.83], [-7.08, 0.01, 0.82], [-6.03, 1.04, -0.16], [-5.46, 0.44, 1.40], [1.71, -7.11, -3.57], [2.35, -8.10, -3.92], [1.93, -6.44, -2.42], [0.69, -6.59, -4.32], [1.38, -5.63, -2.15], [2.67, -6.75, -1.82], [0.47, -7.05, -5.18], [0.16, -5.78, -4.03], [4.64, 2.13, -2.15], [3.64, 1.43, -2.14], [5.91, 1.60, -2.11], [4.57, 3.50, -2.22], [6.74, 2.16, -2.12], [5.98, 0.60, -2.06], [3.66, 3.90, -2.25], [5.38, 4.09, -2.23], [-2.77, 5.46, 0.47], [-1.56, 5.44, 0.45], [-3.49, 4.81, 1.43], [-3.51, 6.13, -0.47], [-4.50, 4.81, 1.46], [-2.98, 4.30, 2.12], [-3.01, 6.60, -1.20], [-4.51, 6.15, -0.48], [2.80, 0.53, 5.87], [1.99, 1.26, 5.34], [3.15, 0.67, 7.20], [3.43, -0.48, 5.20], [3.81, 0.07, 7.66], [2.70, 1.40, 7.71], [3.19, -0.60, 4.23], [4.09, -1.09, 5.63]], "gap_ev": 6.45, "lumo_ev": 2.2, "homo_energy_ev": -4.208, "charge": -1}

***

{"formula": "C4H7NO2", "method": "ωB97M-V/def2-TZVPD", "elements": ["N", "C", "O", "C", "C", "C", "O", "H", "H", "H", "H", "H", "H", "H"], "xyz": [[1.77, 0.81, 1.32], [0.50, 0.34, 1.20], [-0.43, 0.75, 1.87], [0.32, -0.76, 0.16], [-1.04, -0.67, -0.49], [-1.30, 0.31, -1.54], [-1.10, -1.06, -1.85], [1.94, 1.55, 1.99], [2.52, 0.50, 0.74], [0.42, -1.73, 0.67], [1.08, -0.71, -0.62], [-1.89, -0.99, 0.12], [-0.49, 0.98, -1.86], [-2.30, 0.69, -1.70]], "gap_ev": 10.77, "lumo_ev": 0.8, "smiles": "NC(=O)C[C@H]1CO1", "homo_energy_ev": -9.939}

***

{"formula": "C10H7IN4O2S2Ta", "method": "ωB97M-V/def2-TZVPD", "elements": ["Ta", "N", "N", "C", "O", "O", "H", "H", "H", "S", "C", "C", "C", "C", "N", "C", "C", "C", "S", "C", "N", "H", "H", "I", "C", "H", "H"], "xyz": [[1.64, 0.31, 0.50], [1.77, -0.45, 2.93], [3.14, -0.41, 3.14], [4.04, 0.24, 2.31], [5.24, 0.38, 2.50], [3.40, 0.81, 1.27], [1.29, 0.02, 3.71], [1.41, -1.44, 2.88], [3.53, -1.04, 3.81], [0.06, -1.59, 0.51], [-1.16, -0.59, -0.23], [-2.13, -1.28, -0.97], [-3.13, -0.62, -1.70], [-4.05, -1.35, -2.46], [-4.70, -2.05, -3.17], [-3.28, 0.79, -1.54], [-2.37, 1.48, -0.72], [-1.24, 0.85, -0.16], [-0.09, 1.86, 0.71], [-4.29, 1.44, -2.27], [-5.15, 1.96, -2.90], [-1.93, -2.34, -1.12], [-2.54, 2.49, -0.40], [3.10, -1.55, -1.45], [2.40, 0.45, -1.36], [1.74, 0.62, -2.25], [3.32, 1.01, -1.54]], "gap_ev": [6.81, 6.81], "lumo_ev": [-5.7, -5.7], "homo_energy_ev": [-12.552, -12.552], "charge": 1}

***

{"formula": "C13H19ClO4", "method": "ωB97M-V/def2-TZVPD", "elements": ["C", "C", "Cl", "C", "C", "C", "O", "C", "C", "C", "C", "C", "C", "C", "O", "O", "C", "O", "H", "H", "H", "H", "H", "H", "H", "H", "H", "H", "H", "H", "H", "H", "H", "H", "H", "H", "H"], "xyz": [[-2.82, 0.57, 0.12], [-3.06, -0.93, 0.18], [-4.79, -1.26, -0.17], [-2.17, -1.82, -0.73], [-1.37, -1.11, -1.77], [-0.30, -0.31, -1.68], [0.39, 0.13, -0.61], [1.28, -0.82, -0.01], [1.74, -0.32, 1.35], [0.66, -0.57, 2.43], [2.28, 1.13, 1.34], [3.31, 1.34, 0.23], [1.22, 2.23, 1.29], [0.10, 0.16, -3.04], [0.99, 0.89, -3.35], [-0.78, -0.40, -3.93], [-1.69, -1.18, -3.22], [-2.56, -1.78, -3.77], [-1.85, 0.81, 0.57], [-2.83, 0.94, -0.91], [-3.59, 1.09, 0.68], [-2.90, -1.26, 1.21], [-2.83, -2.52, -1.25], [-1.51, -2.42, -0.11], [0.75, -1.78, 0.12], [2.13, -0.99, -0.67], [2.60, -0.95, 1.60], [0.71, 0.18, 3.22], [0.83, -1.54, 2.91], [-0.35, -0.57, 2.01], [2.83, 1.24, 2.28], [3.82, 2.30, 0.37], [2.84, 1.37, -0.76], [4.07, 0.55, 0.24], [1.65, 3.19, 1.58], [0.37, 2.05, 1.96], [0.82, 2.35, 0.28]], "gap_ev": 9.71, "lumo_ev": -0.8, "smiles": "CC(C)[C@@H](C)COC1=C(C[C@@H](C)Cl)C(=O)OC1=O", "homo_energy_ev": -10.518}

***

Number 1: E -54260.9598 eV. Number 2: E -9845.9038 eV. Number 3: E -51854.4756 eV. Number 4: E -34501.8047 eV.